Record 1
The following is a DFT calculation (the ωB97M-V functional and the def2-TZVPD basis) of 7 unconnected molecules or ions with the total composition C35H61Cl12F9N3O2PS.

Geometry as ORCA input:
```
! RIJCOSX wB97M-V def2-TZVPD def2/J DEFGRID3
* xyz 0 1
C -1.603 -3.821 2.616
C -0.768 -3.274 3.892
O -0.676 -1.810 3.930
C 0.474 -1.440 3.102
C 0.775 0.153 3.150
C 0.033 0.991 1.980
C 0.099 2.545 2.466
N 0.055 3.704 2.821
C -1.525 0.579 2.026
C -2.544 1.687 1.462
C -4.036 1.006 1.545
C -4.582 0.566 0.093
N -6.022 0.179 0.240
C -6.866 0.595 -0.920
C -6.225 -1.232 0.625
C -5.232 -2.458 0.359
O -7.352 -1.515 1.201
C 0.733 0.887 0.521
C 1.113 2.411 0.093
N 1.460 3.501 -0.321
C 2.108 0.007 0.512
C 2.852 0.003 -0.912
C 4.288 -0.776 -0.891
F 4.946 -0.307 0.302
F 4.983 -0.266 -2.055
C 4.024 -2.354 -0.924
F 3.591 -2.779 0.390
F 2.936 -2.738 -1.797
S 5.481 -3.437 -1.382
F 5.494 -2.947 -2.979
F 4.412 -4.689 -1.833
F 5.464 -4.128 0.171
F 6.627 -2.328 -0.897
F 6.735 -4.489 -1.760
P -0.432 0.261 -0.870
C -0.048 1.094 -2.531
C -0.836 2.489 -2.720
C -0.439 -1.628 -0.996
C -1.804 -2.097 -1.778
H -2.370 -3.074 2.213
H -0.885 -4.100 1.753
H -2.107 -4.800 2.949
H -1.264 -3.663 4.849
H 0.281 -3.755 3.825
H 0.265 -1.841 2.048
H 1.427 -1.955 3.525
H 0.295 0.519 4.144
H 1.898 0.396 3.258
H -1.789 0.446 3.151
H -1.746 -0.461 1.555
H -2.388 1.943 0.348
H -2.608 2.647 2.080
H -4.081 0.181 2.345
H -4.747 1.842 1.923
H -4.572 1.532 -0.555
H -3.926 -0.190 -0.466
H -6.960 1.752 -0.853
H -6.413 0.374 -1.950
H -7.925 0.189 -0.764
H -5.763 -3.439 0.679
H -4.926 -2.610 -0.733
H -4.312 -2.382 1.065
H 2.787 0.479 1.304
H 1.790 -1.070 0.734
H 2.186 -0.348 -1.793
H 3.131 1.101 -1.175
H 1.082 1.295 -2.695
H -0.411 0.367 -3.354
H -1.588 2.650 -1.864
H -0.099 3.363 -2.715
H -1.420 2.477 -3.705
H -0.492 -2.148 0.034
H 0.491 -2.051 -1.522
H -2.499 -1.213 -1.995
H -2.384 -2.816 -1.090
H -1.484 -2.682 -2.707
Cl 2.479 1.060 -6.041
C 2.223 -0.585 -5.411
C 1.127 -1.323 -6.155
Cl -0.480 -0.621 -5.841
H 2.000 -0.508 -4.345
H 3.170 -1.118 -5.523
H 1.090 -2.362 -5.823
H 1.294 -1.315 -7.234
Cl -7.515 -4.929 -1.400
C -7.440 -6.643 -0.927
C -6.709 -6.843 0.386
Cl -4.968 -6.490 0.248
H -6.966 -7.199 -1.739
H -8.471 -6.991 -0.834
H -6.796 -7.884 0.704
H -7.121 -6.210 1.175
Cl -8.033 1.275 5.089
C -8.190 -0.458 4.709
C -7.368 -1.327 5.644
Cl -5.621 -1.119 5.384
H -7.902 -0.605 3.666
H -9.248 -0.709 4.808
H -7.590 -2.380 5.463
H -7.585 -1.108 6.691
Cl 5.207 7.563 1.329
C 4.324 6.325 0.403
C 4.140 5.042 1.190
Cl 5.681 4.184 1.450
H 4.864 6.149 -0.530
H 3.349 6.750 0.155
H 3.488 4.361 0.641
H 3.690 5.232 2.167
Cl 9.665 6.338 1.956
C 9.524 4.605 1.572
C 10.338 3.740 2.515
Cl 12.091 3.959 2.285
H 9.829 4.462 0.533
H 8.466 4.348 1.654
H 10.124 2.686 2.328
H 10.104 3.956 3.559
Cl 4.188 6.069 -3.385
C 4.612 4.438 -3.960
C 4.474 4.305 -5.464
Cl 2.775 4.378 -5.989
H 3.980 3.718 -3.434
H 5.648 4.258 -3.665
H 4.864 3.337 -5.788
H 5.026 5.087 -5.989
*
```

Output
E_LUMO (eV): -1.893
SMILES: CCOCC[C@](C#N)(CCCCN(C)C(C)=O)[C@@](C#N)(CCC(F)(F)C(F)(F)S(F)(F)(F)(F)F)P(CC)CC.ClCCCl.ClCCCl.ClCCCl.ClCCCl.ClCCCl.ClCCCl
Gap between HOMO and LUMO (hartree): 0.2435
HOMO energy (eV): -8.52

Mulliken atomic charge list, values in e, 8 entries: -0.403, -0.349, -0.383, -0.232, -1.081, 1.912, -0.778, -0.713

=====

Record 2
The following is a DFT calculation (the ωB97M-V functional and the def2-TZVPD basis) of 6 unconnected molecules or ions with the total composition C35H61IN2O14S5.

Geometry as ORCA input:
```
! RIJCOSX wB97M-V def2-TZVPD def2/J DEFGRID3
* xyz 0 1
C -0.296 -1.758 6.416
C -0.246 -2.358 4.927
C -1.730 -2.318 4.308
C -1.821 -1.569 2.903
C -1.382 -0.047 2.954
C -2.234 1.023 3.304
C -3.739 0.760 3.696
C -4.777 1.359 2.620
C -4.940 0.419 1.334
I -6.088 -1.332 1.933
C -1.562 2.474 3.314
O -2.255 3.462 3.042
C -0.019 2.588 3.726
C 0.412 3.875 4.533
N 1.798 4.334 4.282
C 2.084 4.545 2.837
C 0.794 1.514 3.361
O 2.181 1.485 3.707
N 2.390 1.487 5.058
O 1.758 0.612 5.558
C 0.135 0.290 2.584
O 0.729 -0.417 1.761
H -0.762 -2.479 7.160
H -0.935 -0.806 6.360
H 0.726 -1.427 6.800
H 0.098 -3.444 5.047
H 0.535 -1.855 4.270
H -2.037 -3.408 4.122
H -2.456 -1.903 5.091
H -1.122 -2.090 2.160
H -2.885 -1.700 2.499
H -3.982 -0.340 3.868
H -3.977 1.305 4.677
H -4.534 2.444 2.357
H -5.810 1.399 3.119
H -3.883 0.105 1.021
H -5.485 0.990 0.529
H -0.299 4.722 4.216
H 0.205 3.715 5.650
H 1.911 5.200 4.828
H 2.781 5.454 2.773
H 1.176 4.798 2.206
H 2.685 3.660 2.472
C 4.529 -1.052 3.790
C 6.023 -1.380 3.760
C 6.157 -2.905 3.772
S 4.668 -3.543 3.007
O 3.918 -4.275 4.000
O 4.999 -4.111 1.718
C 3.883 -1.962 2.755
H 4.343 0.000 3.569
H 4.125 -1.267 4.784
H 6.466 -0.979 2.843
H 6.553 -0.931 4.602
H 7.026 -3.238 3.205
H 6.206 -3.295 4.790
H 2.805 -2.058 2.880
H 4.115 -1.632 1.741
C -8.391 3.787 -3.410
C -6.943 4.263 -3.264
C -6.501 3.953 -1.831
S -7.463 2.537 -1.307
O -8.335 2.946 -0.231
O -6.595 1.385 -1.198
C -8.431 2.392 -2.798
H -8.710 3.776 -4.454
H -9.058 4.457 -2.859
H -6.308 3.720 -3.970
H -6.844 5.327 -3.484
H -5.441 3.708 -1.781
H -6.724 4.780 -1.156
H -9.439 2.058 -2.556
H -7.939 1.664 -3.446
C 4.899 -6.313 -0.581
C 5.075 -5.313 -1.726
C 4.767 -6.050 -3.032
S 3.612 -7.351 -2.610
O 4.254 -8.626 -2.829
O 2.315 -7.037 -3.167
C 3.581 -7.026 -0.855
H 4.892 -5.818 0.391
H 5.724 -7.032 -0.589
H 4.373 -4.484 -1.596
H 6.082 -4.890 -1.741
H 4.313 -5.390 -3.770
H 5.661 -6.516 -3.449
H 3.476 -7.961 -0.306
H 2.731 -6.373 -0.652
C -0.231 -1.939 -1.585
C -0.075 -2.620 -2.947
C -0.665 -1.679 -4.000
S -0.484 -0.021 -3.348
O -1.800 0.523 -3.101
O 0.512 0.689 -4.120
C 0.232 -0.502 -1.786
H 0.351 -2.443 -0.811
H -1.283 -1.955 -1.282
H 0.987 -2.783 -3.153
H -0.567 -3.594 -2.970
H -0.134 -1.753 -4.949
H -1.729 -1.866 -4.154
H -0.105 0.172 -0.999
H 1.318 -0.449 -1.887
C 0.530 3.408 -6.681
C 1.254 3.450 -8.029
C 1.869 4.844 -8.176
S 2.183 5.429 -6.514
O 1.333 6.569 -6.259
O 3.610 5.466 -6.283
C 1.498 4.012 -5.674
H 0.248 2.390 -6.404
H -0.382 4.010 -6.733
H 2.046 2.695 -8.041
H 0.578 3.229 -8.858
H 2.806 4.814 -8.732
H 1.176 5.539 -8.653
H 1.015 4.326 -4.749
H 2.318 3.325 -5.455
*
```

Output
E_LUMO (eV): -1.386
SMILES: CCCCC1=C(CCCI)C(=O)C(CNC)=C(ON=O)C1=O.O=S1(=O)CCCC1.O=S1(=O)CCCC1.O=S1(=O)CCCC1.O=S1(=O)CCCC1.O=S1(=O)CCCC1
Gap between HOMO and LUMO (hartree): 0.2905
HOMO energy (eV): -9.29

Mulliken atomic charge list, values in e, 8 entries: -1.145, 0.464, -0.819, -0.749, 0.196, 1.067, -0.349, -0.836

=====

Number 1: strongest force on any atom 6.79 eV/Å. Number 2: strongest force on any atom 3.09 eV/Å.